(1)
{
  "formula": "C8H9N5O2",
  "method": "ωB97M-V with the def2-TZVPD basis set",
  "elements": ["C", "C", "O", "O", "C", "C", "N", "C", "C", "N", "N", "C", "N", "C", "N", "H", "H", "H", "H", "H", "H", "H", "H", "H"],
  "positions_angstrom": [[-0.33944, -3.68120, -2.46148], [-0.51540, -3.06290, -1.06091], [0.30416, -3.32228, -0.20375], [-1.47340, -2.12758, -0.93594], [-1.65009, -1.44222, 0.28774], [-0.73677, -0.24348, 0.39745], [-1.16682, 0.98647, 0.64137], [-0.00594, 1.72907, 0.82925], [0.26342, 3.03610, 1.06608], [-0.68241, 3.94042, 1.19424], [1.47194, 3.55283, 1.13188], [2.48605, 2.69925, 1.01484], [2.33263, 1.40922, 0.77910], [1.10385, 0.94795, 0.68354], [0.63403, -0.27783, 0.37882], [-1.22182, -4.31838, -2.69076], [-0.19200, -2.90454, -3.19326], [0.56810, -4.28590, -2.39532], [-1.51659, -2.06867, 1.16669], [-2.67112, -1.09542, 0.34586], [-1.43560, 3.65875, 0.57578], [-0.23715, 4.87255, 1.14809], [3.50176, 3.09057, 1.14840], [1.17861, -1.09278, 0.15227]],
  "forces_ev_per_a": [[-0.9, -0.4, 1.2], [1.7, -0.1, -0.4], [-0.9, 0.4, 0.2], [-0.3, -0.8, -0.9], [0.7, 0.8, 0.7], [-0.4, 1.7, 0.3], [-0.1, -0.7, 0.1], [-0.8, -1.9, -0.3], [0.7, 1.3, 0.2], [-1.9, 1.7, -0.2], [1.8, -0.3, 0.3], [-0.5, -0.5, 0.2], [2.1, -0.9, -0.2], [0.2, 0.9, -0.2], [0.2, -1.9, -0.2], [0.6, 0.5, -0.1], [-0.3, 0.3, -0.3], [-0.3, 0.0, -0.1], [0.3, -0.4, -0.1], [-0.2, 0.2, -0.4], [-0.5, 1.0, 0.4], [-1.1, -0.6, -0.2], [-0.4, -0.2, -0.2], [0.1, -0.2, 0.2]],
  "total_charge": 0,
  "relative_energy_kj_mol": 0.0,
  "e_tot_ev": -19988.302,
  "largest_force_ev_per_a": 2.585,
  "smiles": "CC(=O)OCc1nc2c(N)ncnc2[nH]1"
}

---

(2)
{
  "formula": "C4H8O3",
  "method": "ωB97M-V with the def2-TZVPD basis set",
  "elements": ["O", "C", "C", "O", "H", "H", "C", "O", "C", "H", "H", "H", "H", "H", "H"],
  "positions_angstrom": [[0.34107, -1.86447, -0.64795], [-0.43663, -1.38453, 0.09497], [-1.47885, -1.00750, 0.82144], [-2.51425, -1.91508, 1.01413], [-1.49925, -0.07273, 1.36387], [-2.86884, -2.14104, 0.14731], [1.88042, 0.48323, 0.25467], [0.49783, 0.75667, 0.33943], [-0.04117, 1.36961, -0.81299], [2.13686, -0.11577, 1.13269], [2.46467, 1.41224, 0.26246], [2.12174, -0.09894, -0.64583], [0.41188, 2.35355, -0.98875], [-1.11297, 1.48837, -0.63322], [0.09750, 0.73638, -1.70222]],
  "forces_ev_per_a": [[-0.6, 0.3, 0.7], [0.4, -0.4, -0.5], [0.3, 0.1, 0.0], [-0.2, -0.2, -0.1], [0.0, -0.2, -0.1], [-0.2, 0.0, 0.1], [0.2, 0.0, 0.0], [0.0, 0.0, 0.1], [-0.1, 0.1, -0.2], [0.0, 0.1, -0.1], [-0.1, -0.1, 0.0], [-0.1, 0.1, 0.1], [0.0, -0.1, 0.0], [0.2, 0.0, -0.1], [0.1, 0.1, 0.1]],
  "total_charge": 0,
  "relative_energy_kj_mol": 333.8,
  "e_tot_ev": -10417.544,
  "largest_force_ev_per_a": 0.984,
  "smiles": "O=C=CO.COC"
}

---

(3)
{
  "formula": "C42H53CaN3O2SSe",
  "method": "ωB97M-V with the def2-TZVPD basis set",
  "elements": ["Ca", "C", "C", "C", "C", "C", "C", "C", "Se", "C", "C", "C", "C", "C", "C", "O", "C", "C", "C", "C", "C", "C", "C", "C", "C", "O", "C", "C", "C", "C", "C", "C", "H", "H", "H", "H", "H", "H", "H", "H", "H", "H", "H", "H", "H", "H", "H", "H", "H", "H", "H", "H", "H", "H", "H", "H", "H", "H", "H", "H", "H", "H", "H", "H", "H", "H", "H", "H", "H", "H", "H", "H", "N", "C", "C", "C", "C", "C", "C", "C", "C", "N", "C", "H", "H", "H", "H", "H", "H", "H", "H", "S", "C", "N", "C", "C", "C", "C", "H", "H", "H", "H", "H"],
  "positions_angstrom": [[-0.51377, -0.25056, 0.12187], [5.91248, -3.83346, 2.40938], [4.70720, -4.11467, 3.30435], [5.11285, -3.81289, 4.75554], [4.35924, -5.60591, 3.18164], [3.49522, -3.26476, 2.92720], [3.49248, -2.33215, 1.90373], [2.35851, -1.57550, 1.62739], [2.46550, -0.33442, 0.14143], [2.36890, -1.54371, -1.36410], [3.47554, -2.34644, -1.60180], [3.45296, -3.33358, -2.57637], [2.27507, -3.44886, -3.30854], [1.15216, -2.65140, -3.13253], [1.17105, -1.63925, -2.12884], [0.15473, -0.86436, -1.89376], [-0.06743, -2.98953, -4.01431], [0.34114, -2.91275, -5.49457], [-1.29588, -2.08630, -3.84404], [-0.52653, -4.42135, -3.68651], [4.68105, -4.20637, -2.83103], [5.10967, -4.89577, -1.53012], [4.40850, -5.29494, -3.87092], [5.83403, -3.32877, -3.33844], [1.15881, -1.66804, 2.38687], [0.12259, -0.93834, 2.11532], [1.17734, -2.61482, 3.46057], [2.31725, -3.36943, 3.66914], [0.00324, -2.85920, 4.43192], [-1.27140, -2.05267, 4.16013], [-0.39602, -4.34368, 4.37837], [0.46126, -2.51622, 5.85960], [6.75087, -4.46329, 2.71395], [6.23073, -2.79171, 2.48406], [5.69102, -4.05529, 1.36503], [5.98412, -4.40774, 5.04286], [4.30392, -4.04112, 5.45137], [5.36351, -2.75640, 4.86697], [5.20231, -6.22253, 3.50455], [4.12930, -5.86330, 2.14417], [3.49395, -5.86659, 3.79358], [4.37513, -2.17132, 1.29940], [4.36355, -2.19024, -1.00078], [2.22191, -4.21868, -4.06655], [0.67604, -1.90332, -5.74231], [-0.51085, -3.15749, -6.13411], [1.14845, -3.60538, -5.73522], [-1.06448, -1.04676, -4.07364], [-1.68549, -2.14078, -2.82930], [-2.06984, -2.43264, -4.53617], [0.26918, -5.15226, -3.84001], [-1.37276, -4.70108, -4.31993], [-0.84719, -4.47935, -2.64284], [4.31534, -5.55299, -1.16414], [5.34110, -4.16927, -0.75191], [6.00433, -5.50184, -1.69692], [3.58447, -5.94322, -3.56404], [5.29930, -5.91465, -3.99225], [4.16785, -4.86574, -4.84548], [6.08948, -2.55756, -2.60942], [5.55155, -2.83190, -4.26848], [6.72564, -3.93348, -3.52394], [2.30464, -4.07748, 4.49031], [-1.68590, -2.27785, 3.17789], [-1.08850, -0.98139, 4.20864], [-2.01093, -2.31643, 4.92263], [-0.71720, -4.60581, 3.36891], [-1.22769, -4.53477, 5.06211], [0.42670, -5.00488, 4.65520], [0.73021, -1.46014, 5.92617], [1.32830, -3.10480, 6.16318], [-0.34509, -2.70940, 6.57226], [-2.91569, 0.33424, -0.70475], [-3.30176, 1.67248, -0.42747], [-4.60848, 2.04389, -0.26455], [-4.95841, 3.37767, 0.02459], [-4.00024, 4.34398, 0.12347], [-2.63879, 3.99566, -0.02669], [-1.58747, 4.93447, 0.06853], [-0.29399, 4.52234, -0.05415], [-0.03348, 3.15230, -0.24240], [-0.98206, 2.25034, -0.34300], [-2.28057, 2.65122, -0.26885], [-3.71994, -0.27723, -0.76599], [-2.40163, 0.26798, -1.58296], [-5.39000, 1.30124, -0.37528], [-6.00274, 3.63204, 0.14732], [-4.26215, 5.37546, 0.32136], [-1.82649, 5.97669, 0.24282], [0.53186, 5.21625, 0.01247], [0.98725, 2.79002, -0.29747], [-1.83714, -3.07730, 0.17274], [-0.66232, -4.24985, 0.48259], [-1.06967, -5.45357, 0.98148], [-0.23870, -6.46668, 1.33923], [1.10180, -6.33355, 1.19559], [1.59096, -5.12759, 0.64638], [0.73241, -4.12888, 0.28941], [-2.06633, -5.54936, 1.12023], [-0.71419, -7.34959, 1.74049], [1.76539, -7.13150, 1.49330], [2.65430, -4.97786, 0.50203], [1.11121, -3.22111, -0.14719]],
  "forces_ev_per_a": [[-0.1, -0.5, 0.1], [0.0, 0.0, 0.0], [0.0, 0.0, 0.1], [0.0, 0.0, 0.0], [0.0, 0.0, 0.0], [0.0, 0.0, 0.0], [-0.1, 0.0, 0.0], [0.1, 0.0, -0.1], [0.0, 0.1, 0.0], [0.1, -0.1, 0.0], [-0.1, 0.0, 0.0], [0.0, 0.0, -0.1], [0.1, 0.0, 0.0], [-0.2, 0.1, 0.1], [0.1, -0.2, -0.2], [-0.1, 0.4, 0.4], [0.0, 0.0, 0.0], [0.0, 0.0, 0.0], [0.0, 0.0, 0.0], [0.0, 0.0, 0.0], [0.0, 0.0, 0.0], [0.0, -0.1, 0.0], [0.0, 0.0, 0.0], [0.0, 0.0, 0.0], [0.3, -0.1, 0.1], [0.0, 0.3, -0.3], [-0.2, 0.1, 0.0], [0.1, 0.0, 0.0], [0.0, 0.0, 0.0], [0.0, 0.0, 0.0], [0.0, 0.0, 0.0], [0.0, 0.0, 0.0], [0.0, 0.0, 0.0], [0.0, 0.0, 0.0], [0.0, 0.0, 0.0], [0.0, 0.0, 0.0], [0.0, 0.0, 0.0], [0.0, 0.0, 0.0], [0.0, 0.0, 0.0], [0.0, 0.0, 0.0], [0.0, 0.0, 0.0], [0.0, 0.0, 0.0], [0.0, 0.0, 0.0], [0.0, 0.0, 0.0], [0.0, 0.0, 0.0], [0.0, 0.0, 0.0], [0.0, 0.0, 0.0], [0.0, 0.0, 0.0], [0.0, 0.0, 0.0], [0.0, 0.0, 0.0], [0.0, 0.0, 0.0], [0.0, 0.0, 0.0], [0.0, 0.0, 0.0], [0.0, 0.0, 0.0], [0.0, 0.0, 0.0], [0.0, 0.0, 0.0], [0.0, 0.0, 0.0], [0.0, 0.0, 0.0], [0.0, 0.0, 0.0], [0.0, 0.0, 0.0], [0.0, 0.0, 0.0], [0.0, 0.0, 0.0], [0.0, 0.0, 0.0], [0.0, 0.0, 0.0], [0.0, 0.0, 0.0], [0.0, 0.0, 0.0], [0.0, 0.0, 0.0], [0.0, 0.0, 0.0], [0.0, 0.0, 0.0], [0.0, 0.0, 0.0], [0.0, 0.0, 0.0], [0.0, 0.0, 0.0], [0.1, 0.1, -0.1], [-0.1, 0.0, 0.0], [0.0, -0.1, 0.0], [0.0, 0.1, 0.0], [-0.1, 0.0, 0.0], [0.1, -0.1, 0.0], [0.0, 0.0, 0.0], [0.1, 0.0, 0.0], [-0.1, -0.1, 0.0], [0.1, -0.2, 0.1], [-0.1, 0.1, 0.0], [0.1, -0.1, 0.0], [-0.1, 0.0, -0.1], [0.0, 0.0, 0.0], [0.0, 0.0, 0.0], [0.0, 0.0, 0.0], [0.0, 0.0, 0.0], [0.0, 0.0, 0.0], [0.0, 0.0, 0.0], [-0.1, 0.1, -0.1], [-0.2, -0.1, 0.1], [0.1, 0.0, 0.0], [-0.1, 0.0, 0.0], [0.1, 0.0, 0.0], [-0.1, 0.0, 0.0], [0.1, 0.1, 0.0], [0.0, 0.0, 0.0], [0.0, 0.0, 0.0], [0.0, 0.0, 0.0], [0.0, 0.0, 0.0], [0.0, 0.1, 0.0]],
  "total_charge": 0,
  "relative_energy_kj_mol": 8.5,
  "e_tot_ev": -147605.602,
  "largest_force_ev_per_a": 0.573
}

---

The records above yield Kohn-Sham gap values of 9.22, 9.06, 6.26 eV, respectively.